DFT (the ωB97M-V functional and the def2-TZVPD basis) results for a 2-piece molecular cluster, C22H43IN5O5 overall at a distorted geometry.

The geometry in XYZ format:
```
76
Properties=species:S:1:pos:R:3:lowdin_charge:R:1
C 0.34 -0.48 -4.60 -0.128
O -0.67 0.33 -5.30 -0.244
C -2.04 0.03 -4.77 -0.204
C -2.75 -1.27 -5.50 -0.163
C -3.47 -2.31 -4.41 -0.184
C -2.58 -3.70 -4.49 -0.225
C -3.27 -4.99 -3.77 -0.204
C -3.09 -5.08 -2.14 -0.212
C -1.73 -4.39 -1.54 -0.204
C -2.17 -2.98 -0.84 -0.188
C -1.08 -1.76 -0.96 -0.116
N -1.08 -0.78 0.19 -0.013
C -2.22 -0.37 1.10 -0.218
N -3.54 -0.75 1.09 0.101
N -1.79 0.61 2.17 0.166
C -0.32 0.75 1.79 -0.077
C 0.51 1.76 2.78 -0.049
C 1.00 0.85 4.09 -0.292
O 0.39 -0.52 4.02 -0.128
C 0.51 1.48 5.53 -0.224
N 0.95 2.92 5.70 -0.049
N 0.08 -0.08 0.59 -0.019
C 1.48 -0.08 0.00 -0.128
C 2.68 -0.43 1.06 -0.248
C 3.53 -1.74 0.46 -0.636
I 5.32 -1.07 -0.67 0.696
H 0.40 -0.25 -3.43 0.076
H 0.20 -1.65 -4.76 0.097
H 1.42 -0.20 -5.02 0.115
H -2.07 -0.05 -3.60 0.095
H -2.71 0.97 -5.06 0.140
H -1.86 -1.86 -6.04 0.115
H -3.49 -0.88 -6.32 0.120
H -3.53 -1.84 -3.34 0.084
H -4.55 -2.52 -4.87 0.124
H -2.52 -3.96 -5.66 0.127
H -1.48 -3.46 -4.17 0.089
H -2.96 -6.00 -4.33 0.125
H -4.44 -4.90 -3.96 0.120
H -3.05 -6.23 -1.81 0.122
H -4.01 -4.62 -1.57 0.115
H -0.83 -4.32 -2.28 0.111
H -1.37 -5.10 -0.65 0.124
H -3.18 -2.62 -1.33 0.089
H -2.42 -3.14 0.32 0.129
H 0.00 -2.26 -0.97 0.137
H -1.17 -1.15 -1.96 0.104
H -3.99 -1.12 1.98 0.152
H -4.18 -0.72 0.25 0.142
H 1.40 2.25 2.19 0.111
H -0.28 2.59 3.13 0.141
H 2.16 0.69 4.02 0.146
H 1.12 -1.19 3.88 0.105
H -0.66 1.33 5.70 0.149
H 1.06 0.83 6.37 0.135
H 0.28 3.36 6.38 0.088
H 1.87 2.86 6.23 0.088
H 1.59 -0.77 -0.96 0.122
H 1.68 1.03 -0.39 0.152
H 3.44 0.49 1.05 0.101
H 2.34 -0.68 2.15 0.091
H 2.86 -2.40 -0.26 0.059
H 3.90 -2.36 1.40 0.073
C 1.99 6.28 2.05 -0.017
C 3.16 5.39 2.42 -0.360
C 3.46 5.36 3.89 -0.116
O 4.83 5.03 3.92 0.062
C 5.36 5.50 2.75 -0.503
O 6.56 5.56 2.51 0.143
O 4.38 5.90 1.89 0.088
H 1.05 5.83 2.37 0.086
H 2.08 7.27 2.51 0.094
H 1.96 6.44 0.97 0.091
H 3.02 4.39 2.01 0.145
H 2.87 4.60 4.42 0.118
H 3.32 6.33 4.39 0.146
```

Calculated values
- max |F| (eV/A) = 9.021
- spin multiplicity = 1
- lowest unoccupied orbital energy (eV) = -3.23
- total charge = +1